One molecule with the formula C4H3FO in a non-equilibrium geometry. Source: the Open Molecules 2025 dataset; level of theory: ωB97M-V with the def2-TZVPD basis set.

Last columns: bonded neighbours and bond lengths (Å).
Cartesian coordinates (Å):
1 O 1.674 -1.480 0.103  C2 1.209
2 C 0.876 -0.572 0.100  O1 1.209, C3 1.484, C5 1.602
3 C 0.103 0.150 1.142  C2 1.484, C4 1.324, H7 1.107
4 C -0.850 0.728 0.426  C3 1.324, C5 1.835, H8 1.064
5 C -0.029 0.047 -1.068  C2 1.602, C4 1.835, F6 1.338, H9 1.136
6 F -0.810 -0.877 -1.636  C5 1.338
7 H 0.391 0.017 2.202  C3 1.107
8 H -1.793 1.210 0.532  C4 1.064
9 H 0.438 0.779 -1.801  C5 1.136

The spin multiplicity is 1. The value obtained for the gap between HOMO and LUMO is 10.18 eV. As for the net charge: 0. The SMILES is O=C1C=C[C@@H]1F. As for the LUMO energy: 0.249 eV. The calculation puts the highest occupied orbital energy at -9.9 eV. The value obtained for the electronic energy is -329.2215 Eh. The calculation puts the energy above the lowest of the compared OMol25 structures with the same formula, charge and spin at 169.06 kJ/mol.